Computed, not measured: a structure of composition C22H38HfP2 in a non-equilibrium geometry, with wB97M-V/def2-TZVPD.

Values from the calculation:
HOMO (alpha / beta)	-13.514 / -13.513	eV
orbital gap (alpha / beta)	4.905 / 4.902	eV
electronic energy	-1590.9702	Ha
spin multiplicity	1
total charge	+2
relative energy (zero: lowest compared OMol25 entry of this formula, charge and spin)	0.00	kJ/mol

Last column: Mulliken charge in e.
Atoms and positions in Å:
P: 2.18627 1.61593 -0.04941  1.100
P: -0.25587 1.48154 -2.52170  0.606
C: 2.40068 1.32375 -1.89833  -0.561
C: 1.46871 2.12728 -2.78531  -1.300
H: 2.22951 0.23682 -2.01649  0.130
H: 3.46263 1.54694 -2.07928  0.730
H: 1.46273 3.19966 -2.56365  0.419
H: 1.76171 1.98267 -3.83553  0.589
C: -0.07607 0.35444 -4.05318  -1.487
H: -0.97497 -0.25727 -4.18971  0.375
H: 0.78166 -0.32742 -3.97606  0.333
H: 0.06874 0.94363 -4.97693  0.675
C: -1.14787 2.75008 -3.54678  -1.159
H: -0.99168 2.62533 -4.63226  0.381
H: -0.83406 3.75572 -3.24215  0.410
H: -2.22241 2.63724 -3.34069  0.384
C: 3.41033 0.32697 0.35835  -1.499
H: 3.50841 0.22646 1.44367  0.389
H: 4.35116 0.66761 -0.09868  0.477
H: 3.08021 -0.63736 -0.05577  0.486
C: 3.05548 3.19639 0.21209  -1.216
H: 2.47724 4.06311 -0.15006  0.418
H: 3.98823 3.10770 -0.35410  0.438
H: 3.27062 3.37220 1.27372  0.432
Hf: 0.19928 1.65291 1.10634  0.974
C: -1.92558 -1.85380 -2.04274  -0.688
C: -1.12212 -2.41976 -2.96801  -0.564
C: 0.30625 -2.83953 -2.81674  -0.595
C: 0.50909 -3.84234 -1.65606  -0.947
C: 1.08210 -3.22460 -0.39145  -0.885
C: 0.85693 -2.08675 0.19870  -0.311
C: -0.01651 -1.05404 -0.46003  2.214
C: -1.48225 -1.54171 -0.61935  -0.402
C: 0.81434 2.56439 2.98814  -1.425
H: -2.89320 -1.39996 -2.29924  0.433
H: -1.53628 -2.61199 -3.96039  0.549
H: 1.10424 -2.06435 -2.73630  0.081
H: 0.51103 -3.37984 -3.75724  0.468
H: -0.42271 -4.38440 -1.41257  0.373
H: 1.18562 -4.65330 -2.00042  0.448
H: 1.92304 -3.84429 -0.00167  0.360
H: 1.38423 -1.82545 1.14334  0.643
H: 0.37818 -0.73023 -1.43210  -0.877
H: -0.02313 -0.10800 0.23641  -1.070
H: -1.59860 -2.42782 0.03350  0.475
H: -2.14933 -0.75940 -0.21389  0.227
H: 0.22778 3.50969 3.17358  0.485
H: 1.88369 2.73993 3.21681  0.386
H: 0.38443 1.84607 3.72219  0.343
C: -1.25397 0.25912 2.31410  -0.933
C: -2.05046 0.02356 3.63416  0.800
C: -3.31227 0.61285 3.89425  -0.408
C: -4.04240 0.18651 5.01897  -0.537
C: -3.56385 -0.82952 5.84795  -0.475
C: -2.33399 -1.41928 5.56539  -0.563
C: -1.59867 -1.03168 4.44090  -0.512
H: -1.94639 0.05465 1.46829  0.253
H: -0.45976 -0.53802 2.29959  0.323
H: -3.73740 1.33462 3.19493  0.346
H: -4.98651 0.66627 5.26369  0.388
H: -4.12484 -1.13206 6.73334  0.390
H: -1.90987 -2.17119 6.21344  0.400
H: -0.72153 -1.59668 4.13844  0.284